# 1
The following is a quantum chemistry calculation of a structure of composition C5H9AgO3 in a non-equilibrium geometry, from the OMol25 dataset.

Its total charge is 0. As for the max |F|: 3.39 eV Å⁻¹. For the LUMO energy, the calculation gives -0.066 hartree. The energy relative to the best compared isomer or geometry (same formula, charge and spin) is 9.6 kcal per mole. Its HOMO energy is -8.79 eV. The calculation puts the electronic energy at -15469.7076 eV.

Cartesian coordinates (Å):
1 C -3.568696 1.942338 -0.171087
2 C -5.124549 -1.421431 -1.789777
3 H -7.002890 -1.451703 -3.679092
4 H -2.825250 2.561299 -0.679279
5 H -5.891682 -3.176576 -5.199063
6 C -4.403878 2.473208 0.721632
7 H -5.392881 2.043778 0.896976
8 Ag -2.962466 -3.161085 -2.319008
9 O -5.653331 -0.331593 -1.559410
10 H -6.555381 -1.777851 -6.075837
11 H -4.337091 3.529049 0.994292
12 O -5.056452 -1.856899 -3.105547
13 H -5.788164 -0.263309 -4.190675
14 C -5.788964 -2.094301 -5.355982
15 O -4.337563 -2.107534 -1.087853
16 C -5.979443 -1.337725 -4.062782
17 H -3.158690 0.848661 -0.104373
18 H -4.792846 -1.899617 -5.776719

Cartesian forces (eV/Å) of the 2 atoms listed first:
C 2.64 -1.69 1.11
C 0.67 3.21 -0.83



# 2
The following is a quantum chemistry calculation of a cluster of 2 separate species, C17H24FN2O4 in total in a non-equilibrium geometry, from the OMol25 dataset.

Its total charge is +1. As for the max |F|: 5.84 eV Å⁻¹. For the LUMO energy, the calculation gives -0.132 hartree. Its HOMO energy is -10.79 eV. The calculation puts the electronic energy at -31893.2801 eV.

Cartesian coordinates (Å):
1 H -5.775528 1.169514 1.504529
2 H 2.972250 -1.341875 1.236062
3 H -2.706968 1.818555 -2.314414
4 N 4.019654 0.264520 0.247918
5 F -6.432880 2.070276 -0.727568
6 H 0.417355 -3.617084 -0.527816
7 H 2.947402 -0.001308 -3.004343
8 H 0.700034 -2.235045 2.023734
9 C -2.249869 -0.253750 0.340381
10 O -5.836273 2.954874 2.533024
11 O -7.290036 3.405557 0.866116
12 C 0.318842 -0.411356 0.848518
13 H 3.502109 0.761847 0.997355
14 H 3.712749 -3.027046 -0.824612
15 H 5.019210 0.458098 0.403526
16 C -0.930176 0.980264 -0.991586
17 N -0.892153 0.065994 0.120243
18 C -2.336400 1.181154 -1.469713
19 C -3.258145 0.340735 -0.577047
20 H -4.342515 2.196888 1.299945
21 O 4.140043 -1.432966 -2.062102
22 H 0.230987 0.016332 1.906929
23 C 6.118691 -2.390844 1.254081
24 H -5.527744 3.762409 -0.131404
25 C 3.866367 -0.040568 -2.334274
26 H 1.317186 -1.078261 -1.575073
27 H 2.490279 1.164383 -1.088172
28 H 1.727091 -2.732422 -2.185593
29 C 1.794714 -2.053121 -1.268514
30 C 3.720662 -1.204245 0.404487
31 C -6.993220 3.590148 2.186980
32 O -7.655453 4.228986 2.938813
33 H 6.967481 -3.055253 1.583065
34 H 1.266061 0.017537 0.415205
35 H 1.933187 -3.389967 0.492648
36 H -4.370268 0.186353 -0.583672
37 C 1.107425 -2.835710 -0.071428
38 C 0.277626 -1.987443 0.988563
39 C 3.579147 0.863344 -1.053117
40 C -6.102037 2.924591 0.273186
41 H 4.192310 1.817591 -1.186129
42 C 3.365773 -1.949065 -0.959826
43 H 4.738339 0.334878 -2.965318
44 C 5.058591 -1.871046 0.930312
45 H -0.780294 -2.411118 1.008338
46 H -2.546387 -0.964571 1.170019
47 H -0.047047 1.508236 -1.470889
48 C -5.428185 2.200980 1.398627

Cartesian forces (eV/Å) of the 2 atoms listed first:
H -0.13 0.08 -0.21
H 0.53 0.20 -1.19



# 3
The following is a quantum chemistry calculation of a cluster of 12 separate species, C27H66F3N5O26S in total in a non-equilibrium geometry, from the OMol25 dataset.

Its total charge is -2. As for the max |F|: 3.60 eV Å⁻¹. For the LUMO energy, the calculation gives 0.131 hartree. The energy relative to the best compared isomer or geometry (same formula, charge and spin) is 29.4 kcal per mole. Its HOMO energy is -3.89 eV. The calculation puts the electronic energy at -108747.1795 eV.

Cartesian coordinates (Å):
1 C 1.724175 -0.618931 -5.344885
2 C 1.744857 7.414224 -1.265086
3 H 0.385474 -0.934573 1.959328
4 H 3.581627 1.284076 -3.272432
5 O -1.022718 -0.243302 4.308642
6 C 2.452496 -2.504497 5.376398
7 H -0.174943 -5.123796 6.329340
8 H -2.248945 -2.456599 -5.420195
9 H -2.192411 -0.902809 2.057424
10 H -4.328445 3.289786 -0.423204
11 H 2.714471 -1.323792 2.845946
12 C 3.422462 -1.666419 1.045417
13 H 1.270172 0.026468 -3.616254
14 F -2.254297 3.073406 5.663424
15 H -1.732999 -1.949130 0.000085
16 C 2.817368 1.917612 -2.726212
17 H -4.499572 -2.813093 0.019179
18 H -1.504357 5.501988 0.122828
19 C -4.338830 2.155167 1.047434
20 C 3.527359 2.697971 -1.554442
21 H 2.871839 -3.166188 -2.645963
22 C 1.256974 1.762937 1.875248
23 O 1.824288 8.124059 -2.298598
24 H -1.692234 0.916890 -3.438102
25 H -0.257706 3.575951 -2.649150
26 O -4.990450 1.912399 2.236953
27 H -3.806529 -2.205127 -3.100387
28 O 2.534797 7.946196 -0.060468
29 H 3.254404 3.592475 -4.167320
30 C -1.919634 4.364476 -1.690961
31 O 0.097883 1.589112 0.993025
32 N -3.386542 4.055100 -1.637335
33 C 2.388225 -1.092565 6.058095
34 C -0.296747 -0.824747 1.072792
35 O 0.975071 -3.446136 -3.518572
36 H 4.704389 2.069356 1.438763
37 H 1.697336 -3.269544 3.589371
38 H -0.601010 -2.979573 0.754213
39 C -0.350746 -3.939554 -3.264720
40 N -2.069258 -2.687768 -4.438707
41 H 3.479527 -2.800961 5.150581
42 O -5.060422 -2.053037 -0.389597
43 O -3.662422 -4.853625 3.019027
44 H -0.684529 -3.091693 -6.250269
45 H -4.306702 1.523092 2.829872
46 C -4.744325 -1.625004 -1.556055
47 O -4.894795 3.100477 0.405688
48 H 1.306629 2.793852 2.264789
49 H -1.461574 -1.919189 -4.083193
50 C -1.947655 1.644266 -4.191525
51 N 1.723466 -2.377235 4.023980
52 H -1.927154 -4.760331 -4.400953
53 O -2.553028 0.122942 6.158672
54 O -5.185744 -0.628327 -2.148050
55 H -1.359588 2.366521 -1.726697
56 H -3.552224 3.654736 -2.562062
57 C -1.424839 2.216835 5.113845
58 H -0.085475 -2.110842 -0.715848
59 H 0.797353 1.737576 -2.373518
60 H 5.698689 2.884527 0.213688
61 C -1.293784 -3.876192 -4.455459
62 H -1.350103 1.821897 -5.089688
63 H -2.917038 1.259266 -4.537262
64 C -0.647589 -2.040774 0.201334
65 H 0.931633 -6.249905 7.058731
66 H 2.941499 -1.174513 6.988990
67 H 4.358688 3.097281 -2.103208
68 O -2.145796 2.918221 -3.615303
69 H 1.951392 -4.488855 -1.990860
70 O 1.983023 0.453572 -5.902061
71 H 2.570237 -3.710777 7.290776
72 O -3.790177 -3.664079 1.058704
73 H 1.852349 -2.603047 -5.460158
74 O 1.794183 -4.806675 5.768120
75 H 0.638001 -6.369971 5.324709
76 O -3.221334 0.815820 3.874155
77 H 3.075592 8.665982 -0.368259
78 C -1.274002 3.206845 -2.440917
79 H -0.830926 -3.441600 -2.399078
80 H -1.377596 -4.631992 -6.495146
81 H 1.959198 2.439329 -4.699491
82 H 1.357391 -0.981521 6.369066
83 C 0.217725 0.415566 0.209360
84 H 1.235242 1.100500 2.740822
85 H -4.169333 -5.418920 2.412922
86 H -3.783874 5.009524 -1.621665
87 O 3.057435 -0.862007 2.082540
88 H 2.851395 -0.372677 5.437438
89 H -1.539417 3.679335 0.210756
90 C -1.290450 4.555167 -0.387845
91 O 4.109940 1.816652 -0.465252
92 C -0.680446 -4.080587 -5.842647
93 N 1.626946 1.127904 -2.491426
94 N -1.586411 -0.285027 1.532857
95 H 0.242888 -4.586130 -6.034163
96 C 1.898292 -3.545057 6.403236
97 H 4.231613 3.651964 0.827740
98 S -2.111092 0.519739 4.843657
99 F -1.101763 2.759559 3.957613
100 H 2.933417 3.460779 -1.023003
101 H 1.765506 3.713294 -3.419535
102 H -0.220942 4.571131 -0.635608
103 O -3.249041 1.664695 0.777430
104 C 0.760394 -5.668624 6.136782
105 F -0.267568 2.189353 5.812594
106 H 1.265678 0.329456 -0.169542
107 H 3.539494 0.025144 0.135503
108 H 1.488956 -2.870690 -1.580910
109 O 1.960457 -1.792712 -6.015891
110 C 4.717051 2.674375 0.546182
111 H -0.143079 -4.998019 -2.938278
112 O 3.623940 -0.955845 -0.064453
113 H 0.946731 -3.264454 6.888813
114 C 1.826376 -3.467401 -2.388584
115 C -3.300670 -3.685894 2.217201
116 O -2.619851 -2.848488 2.832052
117 O 1.227346 6.337985 -1.068847
118 H -2.142522 0.110168 0.782355
119 H -1.809760 5.269015 -2.264311
120 H -0.499469 0.500366 -0.607421
121 O 1.073039 -0.712003 -4.232104
122 H -1.577142 0.562525 2.112321
123 C 2.401495 2.939269 -3.826724
124 H 2.172865 1.555359 1.316464
125 H 0.793096 -1.985940 4.174181
126 O -3.703565 -2.432576 -2.112787
127 H 1.811383 0.589276 -1.686282
128 O 3.720376 -2.879447 1.065481

Cartesian forces (eV/Å) of the 2 atoms listed first:
C 0.05 1.60 -2.78
C 1.84 1.86 -0.81



# 4
The following is a quantum chemistry calculation of a cluster of 6 separate species, C13H21Cl6F2NO8 in total in a non-equilibrium geometry, from the OMol25 dataset.

Its total charge is 0. Its structure (SMILES) is O=C1OC[C@@H](F)O1.O=C1OC[C@@H](F)O1.C[N+](=O)[O-].ClCCCl.ClCCCl.ClCCCl. As for the max |F|: 6.47 eV Å⁻¹. For the LUMO energy, the calculation gives -0.010 hartree. The energy relative to the best compared isomer or geometry (same formula, charge and spin) is 43.0 kcal per mole. Its HOMO energy is -10.43 eV. The calculation puts the electronic energy at -112257.7485 eV.

Cartesian coordinates (Å):
1 C -3.339928 -1.969494 -2.051941
2 N 2.246603 1.848047 -3.121173
3 H -0.972035 -0.890868 -0.154006
4 O -2.234857 -2.874856 -1.822003
5 C -0.628924 -0.660388 5.560283
6 H 2.233870 3.153571 -1.472477
7 H 0.281210 -1.128603 5.935158
8 C -0.800826 4.929798 0.621297
9 O 1.023168 1.662908 -3.014374
10 H 0.002662 5.968697 -1.022578
11 H 3.841994 -4.239814 0.845554
12 C -0.977656 5.719897 -0.616150
13 C -4.375100 -2.866396 -2.635244
14 H -1.274595 -2.071865 3.998719
15 H 3.384863 -4.237428 -0.811674
16 Cl 0.666952 -0.479188 2.219063
17 F -1.935174 5.052222 1.399001
18 C 0.577777 0.368812 0.622395
19 H -1.512498 6.641042 -0.384774
20 O -2.114349 -5.038646 -1.163300
21 C 4.513857 -2.499575 -0.138426
22 C -1.725802 -1.540812 4.836864
23 H 3.882835 2.506630 -1.947216
24 C -1.562329 3.476429 -0.795624
25 Cl 5.000801 -1.846443 -1.729133
26 O -1.794720 4.708748 -1.331728
27 H -5.400472 -2.599764 -2.379085
28 H 3.539848 -2.061781 0.080073
29 Cl -2.204835 -2.922472 5.988446
30 H 0.021192 5.293692 1.237714
31 Cl 5.706832 -4.867732 -0.425993
32 H -3.044598 -1.201879 -2.767242
33 Cl -1.394667 0.335853 6.837454
34 H -0.209090 0.010554 4.810836
35 H 3.120406 3.727926 -2.967431
36 O 2.970959 1.259838 -3.935120
37 H 0.000823 1.278443 0.789072
38 H -4.331595 -2.886105 -3.724193
39 Cl 1.060936 -1.720005 -0.857050
40 O -0.683200 3.584895 0.172317
41 C -0.050339 -0.424747 -0.502312
42 C 2.924391 2.906119 -2.278726
43 H 1.567110 0.682046 0.288908
44 O -4.051197 -4.085333 -1.999527
45 H -0.243552 0.203566 -1.371798
46 F -3.684800 -1.402610 -0.898034
47 H -2.612423 -1.004814 4.498166
48 C -2.771689 -4.089252 -1.647615
49 H 5.095943 -2.168284 0.721530
50 O -1.927796 2.403661 -1.354114
51 C 4.194018 -3.944239 -0.142788

Cartesian forces (eV/Å) of the 2 atoms listed first:
C 1.50 0.21 -1.59
N -0.25 -1.07 -1.34